No. 1
{
  "formula": "C41H43FeGeN7O5PS2",
  "method": "the ωB97M-V functional and the def2-TZVPD basis",
  "max_force_ev_per_a": 0.6,
  "relative_energy_kj_mol": 6.6,
  "spin_multiplicity": 6,
  "s_squared": 8.805,
  "species": ["Fe", "O", "S", "O", "O", "C", "C", "C", "C", "C", "C", "P", "C", "C", "C", "C", "C", "C", "C", "C", "C", "C", "C", "C", "H", "H", "H", "H", "H", "H", "H", "H", "H", "H", "H", "H", "H", "H", "C", "C", "N", "N", "C", "S", "N", "N", "H", "H", "H", "H", "H", "H", "C", "O", "C", "C", "C", "C", "C", "C", "N", "N", "C", "C", "C", "C", "O", "C", "N", "C", "C", "C", "C", "H", "H", "H", "H", "H", "H", "H", "H", "H", "H", "H", "H", "C", "Ge", "C", "C", "C", "H", "H", "H", "H", "H", "H", "H", "H", "H", "H", "H"],
  "positions_angstrom": [[-1.037002, -0.241751, -0.158159], [-2.586057, -2.296283, -1.310116], [-3.653011, -1.285051, -1.148178], [-4.923543, -1.864380, -0.820566], [-3.172613, -0.234189, -0.218870], [-3.769491, -0.528771, -2.753304], [-5.042336, -0.178342, -3.182900], [-5.226325, 0.316429, -4.464083], [-4.140014, 0.419802, -5.316914], [-2.871803, 0.075916, -4.875459], [-2.646068, -0.374894, -3.578096], [-0.910870, -0.743903, -3.014638], [0.083020, 0.517089, -3.902062], [-0.379152, 1.810638, -4.132978], [0.450386, 2.771062, -4.690937], [1.764564, 2.460991, -5.015376], [2.245469, 1.184153, -4.766544], [1.412320, 0.224850, -4.206619], [-0.575919, -2.251773, -4.032417], [-0.245189, -2.210357, -5.387169], [-0.003176, -3.375945, -6.098280], [-0.086203, -4.610748, -5.468690], [-0.416516, -4.668844, -4.123467], [-0.656696, -3.499108, -3.414751], [-5.877776, -0.328931, -2.513376], [-6.215230, 0.598610, -4.800794], [-4.276557, 0.766392, -6.333485], [-2.037543, 0.168786, -5.559102], [-1.388802, 2.079905, -3.853005], [0.068912, 3.768883, -4.865836], [2.411068, 3.211750, -5.451223], [3.270430, 0.933067, -5.007347], [1.803208, -0.770550, -4.022613], [-0.163795, -1.259500, -5.898985], [0.251852, -3.317341, -7.148763], [0.101667, -5.520155, -6.024696], [-0.492333, -5.625994, -3.623068], [-0.944505, -3.560516, -2.373667], [-1.156313, -5.446460, 1.373214], [-1.563939, -4.199965, 2.062411], [-2.263546, -4.119418, 3.145108], [-2.381676, -2.771816, 3.364572], [-1.765377, -2.003141, 2.457223], [-1.667436, -0.336148, 2.401220], [-1.218275, -2.938403, 1.619093], [-0.537581, -2.608196, 0.443826], [-1.548220, -6.295110, 1.926725], [-0.069182, -5.533000, 1.323196], [-1.552048, -5.471968, 0.356553], [-2.933507, -2.427442, 4.131242], [-1.207675, -2.724686, -0.333300], [0.228322, -3.258176, 0.304901], [-1.158217, 1.705547, 9.697845], [-1.778761, 2.159860, 8.509779], [-0.975014, 2.649314, 7.527747], [-1.608316, 2.970256, 6.325203], [-0.880227, 3.454211, 5.262728], [0.512169, 3.626912, 5.373375], [1.127249, 3.337763, 6.592859], [0.396506, 2.849600, 7.664815], [1.328565, 4.016013, 4.324805], [0.714074, 4.352206, 3.216540], [0.540573, 3.613181, 2.169002], [-0.171309, 4.242458, 1.071961], [-0.558657, 3.538785, 0.004334], [-0.237482, 2.134252, -0.182343], [-0.731307, 1.451583, -1.202875], [0.579771, 1.544767, 0.749365], [1.107969, 0.204749, 0.481224], [1.660042, -0.485799, 1.577655], [1.833430, 0.071422, 2.767444], [1.532317, 1.473207, 2.979161], [0.933012, 2.199384, 2.006641], [-1.946608, 1.268887, 10.303984], [-0.697908, 2.529204, 10.249108], [-0.401220, 0.947844, 9.481944], [-2.678066, 2.825757, 6.249234], [-1.371524, 3.702591, 4.331677], [2.194499, 3.497551, 6.680750], [0.901244, 2.634036, 8.594792], [-0.423064, 5.288451, 1.180613], [-1.148238, 4.002712, -0.777775], [1.976816, -1.500269, 1.358347], [2.237551, -0.526385, 3.573256], [1.806167, 1.928622, 3.912854], [4.586501, 1.034194, -2.222313], [3.904034, 0.030761, -0.701650], [4.681805, 0.784404, 0.912230], [4.401663, -1.848466, -0.893585], [1.914550, 0.052960, -0.777307], [5.649258, 1.231610, -2.076778], [4.063947, 1.986433, -2.320160], [4.462548, 0.477341, -3.151314], [5.725075, 1.029972, 0.705765], [4.640643, 0.086823, 1.745147], [4.161231, 1.697588, 1.204122], [5.465061, -1.964574, -1.106570], [3.838547, -2.295297, -1.715652], [4.178969, -2.403079, 0.020436], [1.613064, -0.889717, -1.246816], [1.609152, 0.853326, -1.451057]],
  "forces_ev_per_a": [[-0.3, 0.4, 0.0], [-0.1, -0.1, 0.0], [0.3, -0.5, 0.1], [-0.1, 0.4, 0.0], [0.0, -0.2, -0.4], [0.0, -0.1, -0.1], [0.1, 0.0, 0.0], [0.0, 0.0, 0.0], [0.0, 0.0, 0.0], [0.0, 0.0, -0.1], [0.0, 0.1, 0.1], [-0.2, -0.2, -0.1], [0.0, 0.0, 0.0], [0.0, 0.1, 0.0], [0.0, 0.0, 0.0], [0.0, 0.0, 0.0], [-0.1, 0.0, 0.0], [0.0, 0.0, -0.1], [0.1, 0.0, 0.1], [0.0, 0.0, 0.0], [0.0, 0.0, 0.0], [0.0, 0.0, 0.0], [0.0, 0.0, 0.0], [0.0, 0.0, 0.0], [0.0, 0.0, 0.0], [0.0, 0.0, 0.0], [0.0, 0.0, 0.0], [0.0, 0.0, 0.0], [0.0, 0.0, 0.0], [0.0, 0.0, 0.0], [0.0, 0.0, 0.0], [0.0, 0.0, 0.0], [0.0, 0.0, 0.0], [0.0, 0.0, 0.0], [0.0, 0.0, 0.0], [0.0, 0.0, 0.0], [0.0, 0.0, 0.0], [0.0, 0.0, 0.0], [0.0, 0.0, 0.0], [0.0, 0.0, 0.0], [0.0, 0.1, -0.1], [-0.1, -0.1, 0.2], [0.2, 0.0, 0.1], [0.1, -0.2, -0.1], [0.1, 0.0, -0.1], [-0.5, -0.1, -0.2], [0.0, 0.0, 0.0], [0.0, 0.0, 0.0], [0.0, 0.0, 0.0], [0.0, 0.0, 0.0], [-0.1, -0.1, 0.1], [0.2, 0.2, 0.2], [0.0, 0.1, 0.0], [0.0, 0.0, 0.0], [0.0, 0.0, 0.1], [0.0, 0.0, -0.1], [-0.1, 0.0, 0.0], [0.1, 0.1, -0.3], [0.0, -0.1, 0.2], [0.1, 0.0, -0.1], [0.0, -0.2, 0.2], [-0.3, -0.1, -0.2], [0.2, 0.2, 0.2], [0.0, 0.0, -0.1], [-0.3, 0.1, -0.3], [0.2, -0.2, 0.3], [0.2, 0.0, 0.5], [0.6, 0.1, 0.1], [-0.1, 0.3, -0.4], [-0.1, -0.1, -0.5], [0.2, 0.2, 0.4], [0.0, -0.1, 0.0], [0.1, -0.1, 0.0], [0.0, 0.0, 0.0], [0.0, 0.0, 0.0], [0.0, 0.0, 0.0], [0.0, 0.0, 0.0], [0.0, 0.0, 0.0], [0.0, 0.0, 0.0], [0.0, 0.0, 0.0], [0.0, 0.0, 0.0], [0.0, 0.0, 0.0], [-0.1, 0.0, 0.0], [0.0, 0.1, 0.0], [0.0, 0.0, 0.1], [0.0, 0.0, -0.1], [-0.1, 0.0, 0.1], [0.0, 0.1, 0.1], [0.1, -0.1, 0.0], [-0.1, 0.2, 0.2], [0.0, 0.0, 0.0], [0.0, 0.0, 0.0], [0.0, 0.0, 0.0], [0.0, 0.0, 0.0], [0.0, 0.0, 0.0], [0.0, 0.0, 0.0], [0.0, 0.0, 0.0], [0.0, 0.0, 0.0], [0.0, 0.0, 0.0], [0.0, 0.0, -0.1], [-0.1, -0.1, 0.0]],
  "mulliken_charge": [1.518, -0.938, 1.208, -0.730, -0.809, 0.029, -0.684, -0.741, -0.863, -0.029, 0.407, 1.767, 0.430, -0.738, -0.893, -0.710, -0.926, -0.664, 0.513, -0.161, -0.820, -0.604, -0.782, -0.451, 0.515, 0.399, 0.437, 0.256, 0.614, 0.447, 0.415, 0.560, 0.560, 0.280, 0.428, 0.392, 0.445, 0.201, -1.250, 0.994, -0.899, 0.265, 0.137, -0.313, 0.523, -0.563, 0.368, 0.309, 0.256, 0.179, 0.002, 0.350, -0.868, -0.423, 0.890, -0.902, -0.353, 0.136, -0.468, -0.165, -0.954, -0.308, 0.379, -0.680, -1.026, 0.742, -0.498, -0.081, 2.244, -0.771, -1.756, -0.142, 0.461, 0.238, 0.338, 0.362, 0.433, 0.454, 0.433, 0.388, 0.434, 0.463, 0.334, 0.461, 0.622, -1.305, 0.846, -1.315, -1.353, -1.589, 0.526, 0.383, 0.255, 0.429, 0.353, 0.363, 0.425, 0.372, 0.367, 0.115, 0.072]
}

---

No. 2
{
  "formula": "C41H43NO27P3",
  "method": "the ωB97M-V functional and the def2-TZVPD basis",
  "max_force_ev_per_a": 1.0,
  "total_charge": -1,
  "total_energy_ev": -127848.80044,
  "species": ["C", "C", "O", "C", "P", "C", "C", "P", "N", "P", "O", "O", "H", "H", "H", "H", "H", "H", "H", "H", "H", "H", "H", "H", "H", "H", "H", "H", "H", "H", "H", "C", "C", "C", "O", "C", "C", "C", "O", "O", "O", "H", "H", "H", "H", "C", "C", "C", "O", "C", "C", "C", "O", "O", "O", "H", "H", "H", "H", "C", "C", "C", "O", "C", "C", "C", "O", "O", "O", "H", "H", "H", "H", "C", "C", "C", "O", "C", "C", "C", "O", "O", "O", "H", "H", "H", "H", "C", "C", "C", "O", "C", "C", "C", "O", "O", "O", "H", "H", "H", "H", "C", "C", "C", "O", "C", "C", "C", "O", "O", "O", "H", "H", "H", "H"],
  "positions_angstrom": [[1.658226, -0.875477, -0.860507], [1.086549, -2.249579, -0.519562], [-0.067941, -2.573932, -1.255593], [-1.203558, -1.763400, -0.976982], [-2.432616, -1.823833, -2.484057], [-2.377146, 0.093577, -2.689363], [-3.571334, 0.649011, -3.444836], [-0.716743, -2.136253, -4.029079], [-1.255984, -2.075329, -5.534518], [-4.217259, -1.644349, -0.974948], [-4.237223, -3.162047, -0.275502], [-5.498462, -1.803287, -1.972230], [1.104370, -0.086869, -0.361720], [1.591043, -0.709455, -1.930647], [2.678900, -0.807788, -0.499175], [1.830944, -2.991122, -0.770924], [0.905312, -2.328928, 0.558511], [-0.911931, -0.738212, -0.756872], [-1.704423, -2.159718, -0.086437], [-2.476240, -3.290805, -2.303952], [-3.327946, -1.917436, -3.618016], [-1.469805, 0.371210, -3.229404], [-2.307219, 0.581405, -1.716835], [-4.485883, 0.537603, -2.869153], [-3.443681, 1.715453, -3.637609], [-3.696030, 0.142969, -4.397319], [0.306479, -1.169122, -3.843730], [-0.091361, -3.386421, -3.809081], [-0.802510, -1.349532, -6.071767], [-3.834621, -3.073353, 0.586374], [-6.256692, -1.386386, -1.560493], [-5.663686, 3.108651, 2.463723], [-5.772839, 2.039871, 1.665242], [-5.452408, 2.082561, 0.195636], [-5.575664, 1.021483, -0.380714], [-4.999805, 3.328906, -0.386538], [-4.895838, 4.407967, 0.409449], [-5.215773, 4.358375, 1.890833], [-5.061230, 5.395077, 2.523395], [-4.503181, 5.606318, -0.006861], [-6.141105, 0.844140, 2.080187], [-5.884269, 3.072983, 3.521514], [-4.765050, 3.344724, -1.442075], [-4.517531, 6.175591, 0.786765], [-6.069173, 0.253893, 1.297247], [6.349670, -4.923213, -3.701716], [5.194568, -4.309171, -3.396151], [4.876745, -3.840170, -1.996320], [3.811243, -3.279520, -1.847868], [5.843904, -4.085943, -0.943443], [6.992800, -4.701382, -1.251097], [7.320616, -5.148743, -2.657133], [8.403999, -5.685637, -2.818909], [7.946626, -4.976450, -0.375937], [4.251818, -4.064565, -4.282484], [6.586698, -5.262980, -4.700653], [5.601332, -3.760148, 0.057920], [8.654836, -5.417978, -0.885219], [3.514920, -3.621791, -3.810705], [-3.427492, 2.162631, 5.885519], [-4.430206, 2.896594, 6.386828], [-4.464170, 3.344351, 7.829166], [-5.418392, 4.019635, 8.172464], [-3.381460, 2.949680, 8.704175], [-2.377562, 2.216081, 8.204824], [-2.334295, 1.785064, 6.757408], [-1.363066, 1.134985, 6.413928], [-1.340091, 1.802160, 8.909599], [-5.469673, 3.301921, 5.682684], [-3.396762, 1.839419, 4.855021], [-3.419139, 3.263869, 9.737299], [-0.775241, 1.301007, 8.287632], [-6.029694, 3.823230, 6.291591], [3.388815, -9.251774, -4.197247], [3.621679, -10.264645, -5.043089], [4.164714, -10.048513, -6.438359], [4.353539, -11.049626, -7.108441], [4.419391, -8.699053, -6.886107], [4.181503, -7.679474, -6.044940], [3.665064, -7.900660, -4.638636], [3.522812, -6.897452, -3.970047], [4.372138, -6.412326, -6.346385], [3.410765, -11.536520, -4.752827], [3.004274, -9.396512, -3.197875], [4.791214, -8.554914, -7.890270], [4.099951, -5.879099, -5.566995], [3.670069, -12.039359, -5.550371], [1.557264, 3.618048, 3.867577], [2.260631, 2.622279, 3.314759], [1.652601, 1.659374, 2.322168], [2.390883, 0.804215, 1.882088], [0.256821, 1.807315, 1.971020], [-0.450939, 2.800294, 2.526909], [0.164684, 3.772975, 3.506865], [-0.557299, 4.655232, 3.944980], [-1.729097, 3.024157, 2.276632], [3.533309, 2.379941, 3.568871], [1.982542, 4.313732, 4.577204], [-0.173887, 1.105699, 1.269235], [-1.982693, 3.813430, 2.791967], [3.768391, 1.602955, 3.020706], [2.199586, 8.628602, 0.324684], [1.348068, 7.684441, -0.105133], [0.418163, 6.951560, 0.836440], [-0.321864, 6.123690, 0.338910], [0.465637, 7.266045, 2.247923], [1.322206, 8.203321, 2.676851], [2.235830, 8.953075, 1.734185], [2.961485, 9.797231, 2.230353], [1.455803, 8.564871, 3.941039], [1.235325, 7.308323, -1.363057], [2.866498, 9.159650, -0.339142], [-0.193255, 6.721951, 2.909901], [2.141338, 9.261493, 3.950511], [0.545842, 6.613959, -1.383648]],
  "forces_ev_per_a": [[-0.4, -0.2, 0.4], [0.1, 0.2, -0.1], [-0.1, 0.1, -0.1], [0.0, -0.2, -0.1], [-0.2, -0.3, 0.5], [-0.1, 0.1, -0.2], [0.1, 0.1, 0.1], [-0.6, 0.1, -0.8], [0.0, 0.1, 0.1], [0.8, 0.4, 0.5], [0.0, -0.3, -0.3], [-0.3, -0.1, -0.4], [-0.1, 0.2, 0.0], [0.2, 0.0, -0.2], [0.2, 0.0, -0.1], [0.0, -0.3, -0.1], [-0.1, 0.1, 0.2], [0.1, 0.2, 0.0], [-0.1, -0.1, 0.2], [0.1, 0.1, 0.0], [0.1, 0.0, -0.1], [0.2, -0.1, 0.0], [0.0, 0.0, 0.2], [-0.2, -0.1, 0.0], [0.0, 0.2, -0.1], [-0.1, -0.1, -0.1], [0.3, -0.2, 0.3], [0.3, 0.0, 0.3], [0.0, 0.0, -0.1], [0.0, -0.1, 0.3], [-0.2, 0.1, 0.0], [0.0, 0.5, 0.2], [0.0, -0.2, 0.0], [0.3, 0.1, 0.2], [-0.4, 0.0, -0.6], [0.0, 0.1, 0.0], [-0.1, -0.3, 0.0], [-0.1, -0.3, 0.0], [0.1, 0.1, -0.1], [0.0, 0.1, -0.1], [-0.1, -0.1, 0.2], [0.0, 0.0, -0.1], [0.0, 0.0, 0.0], [0.0, 0.0, 0.1], [0.1, 0.0, -0.1], [0.1, 0.0, 0.0], [0.3, -0.2, -0.1], [0.1, -0.1, 0.1], [0.0, 0.1, 0.0], [-0.1, 0.1, 0.0], [-0.1, 0.1, 0.0], [-0.2, 0.0, -0.2], [0.1, 0.0, 0.1], [0.1, 0.0, 0.2], [-0.1, 0.1, -0.1], [0.0, 0.0, 0.0], [0.0, 0.0, 0.0], [0.0, 0.0, -0.1], [0.0, 0.0, 0.0], [0.2, -0.1, 0.0], [0.1, 0.0, 0.0], [0.1, 0.0, 0.2], [0.0, 0.0, -0.1], [-0.1, 0.1, 0.1], [-0.1, 0.0, 0.0], [-0.2, 0.0, -0.3], [0.0, 0.0, 0.0], [0.1, 0.0, 0.2], [-0.2, 0.0, 0.0], [0.0, 0.0, -0.1], [0.0, 0.0, 0.0], [0.0, 0.0, -0.1], [0.0, 0.0, 0.0], [0.0, 0.1, 0.1], [0.0, 0.1, 0.0], [0.1, 0.3, -0.1], [0.0, -0.1, 0.0], [0.1, -0.1, -0.1], [0.0, -0.1, 0.0], [0.0, -0.1, -0.1], [-0.1, 0.0, 0.3], [0.1, 0.1, -0.1], [-0.1, -0.2, 0.1], [0.0, 0.0, 0.0], [0.0, 0.0, 0.0], [0.0, 0.0, 0.0], [0.0, 0.0, -0.1], [-0.1, 0.2, 0.1], [0.0, 0.1, 0.0], [-0.5, 0.1, 0.0], [0.4, -0.3, 0.0], [0.0, -0.1, -0.1], [0.1, 0.0, 0.0], [0.1, 0.1, 0.1], [-0.1, -0.1, 0.0], [-0.2, 0.0, 0.0], [0.2, 0.0, 0.1], [0.0, 0.0, 0.0], [0.0, 0.0, 0.0], [0.0, 0.1, 0.0], [0.0, 0.0, 0.0], [0.1, 0.1, 0.0], [0.0, 0.1, 0.1], [0.0, 0.0, 0.2], [0.0, -0.1, -0.1], [-0.1, -0.1, 0.0], [0.0, -0.1, -0.2], [0.0, -0.1, -0.3], [0.0, 0.0, 0.1], [0.0, 0.0, 0.2], [0.0, 0.0, -0.2], [0.0, 0.0, 0.0], [0.0, 0.0, 0.1], [0.0, 0.0, 0.0], [0.0, 0.0, 0.0]],
  "mulliken_charge": [-0.483, -0.124, -0.248, -0.530, -0.301, -0.871, -1.318, 0.645, -0.953, 0.281, -0.552, -0.506, -0.099, 0.130, 0.327, 0.141, 0.261, 0.121, 0.222, 0.102, 0.274, 0.575, 0.185, 0.232, 0.376, 0.454, -0.085, -0.053, 0.207, 0.328, 0.380, -1.162, 0.249, 1.088, -0.581, -1.169, 0.484, 1.186, -0.735, -0.624, -0.659, 0.613, 0.506, 0.347, 0.342, -0.721, 0.047, 0.971, -0.445, -1.205, 0.440, 1.074, -0.665, -0.598, -0.568, 0.557, 0.455, 0.365, 0.275, -0.873, 0.111, 0.914, -0.649, -0.996, 0.290, 1.105, -0.681, -0.583, -0.485, 0.639, 0.433, 0.383, 0.360, -1.223, 0.415, 1.140, -0.648, -0.954, 0.412, 0.945, -0.397, -0.590, -0.587, 0.442, 0.441, 0.224, 0.373, -1.229, 0.345, 1.307, -0.638, -1.026, -0.193, 1.151, -0.738, -0.205, -0.632, 0.522, 0.778, 0.238, 0.383, -1.006, 0.331, 1.164, -0.649, -1.082, 0.275, 1.032, -0.649, -0.591, -0.584, 0.428, 0.582, 0.370, 0.370]
}